Density functional theory data (ωB97M-V/def2-TZVPD) for 2 unconnected molecules or ions with the total composition C2H8OS2.

Calculated values
Orbital gap: 0.3236 Eh
ΔE to the lowest compared entry with this formula, charge and spin: 76.7 kJ/mol

Structure (XYZ):
```
13
Properties=species:S:1:pos:R:3:forces:R:3:mulliken_charge:R:1
C 1.560329 1.535949 -2.012610 -0.9 1.3 -0.5 -0.816
C 0.042688 1.738470 -1.993554 -0.2 -1.2 2.2 -0.640
S -0.764927 0.823072 -0.516596 0.0 -0.4 -1.6 -0.084
S -1.488930 -0.811242 -1.667570 0.2 0.6 0.8 -0.199
H 1.915866 2.084218 -1.146539 0.5 -0.5 0.3 0.283
H 1.849327 0.494349 -2.059196 0.1 -0.1 0.2 0.269
H 1.968929 2.071897 -2.880053 0.0 -0.2 0.0 0.283
H -0.294971 2.688008 -1.594201 0.4 0.7 -1.1 0.300
H -0.496843 1.356014 -2.849770 0.0 0.5 -0.2 0.446
H -1.076435 -1.642118 -0.720192 0.1 -0.6 0.0 0.157
O -1.432839 -3.308034 5.838261 -0.2 0.2 0.2 -0.637
H -0.714421 -3.185429 6.462819 0.1 0.0 0.1 0.320
H -1.067772 -3.845155 5.139199 0.2 -0.2 -0.3 0.317
```
Positions in Å, forces in eV/Å.

=====

Density functional theory data (ωB97M-V/def2-TZVPD) for a molecular structure, C28H54ClLuOPSi.

Calculated values
Orbital gap (alpha / beta): 0.0985 / 0.0985 Eh
ΔE to the lowest compared entry with this formula, charge and spin: 0.0 kJ/mol
Total charge: -1

Structure (XYZ):
```
87
Properties=species:S:1:pos:R:3:forces:R:3:mulliken_charge:R:1
Lu -2.157746 2.813991 1.933996 -0.9 0.6 2.4 0.485
P 0.379815 -0.191881 -1.021620 0.2 -0.2 0.5 0.847
Cl -3.340140 2.266428 -0.077152 -0.6 -0.4 -1.5 -0.473
C 0.257073 -1.308350 0.456923 -2.2 0.4 -0.9 -0.629
H -0.520480 -0.839822 1.090311 0.2 -0.1 -0.1 -0.130
H -0.195240 -2.244216 0.079797 -0.1 0.2 -0.4 0.621
C 0.055415 1.618812 -0.765386 -0.6 0.0 0.2 1.377
C -1.006584 -0.789108 -2.099000 0.0 0.1 0.1 -0.437
C 0.778343 2.509670 -1.793574 0.4 -0.1 -0.2 -0.839
H -1.027996 1.692228 -0.984724 0.3 -0.1 0.1 -0.005
C 0.487965 4.004698 -1.611791 0.0 0.0 -0.1 -1.099
H 1.865064 2.353606 -1.724349 -0.4 0.2 0.0 -0.064
H 0.495541 2.219769 -2.820532 0.0 0.0 0.3 0.114
C 0.701973 4.477588 -0.172383 -0.3 -0.3 0.2 -1.288
H 1.132600 4.566824 -2.299248 -0.1 -0.1 0.1 0.416
H -0.548948 4.203270 -1.918478 0.1 0.0 0.2 0.459
C -0.170306 3.611925 0.754907 0.4 0.2 -1.4 -0.166
H 1.755807 4.400192 0.123597 -0.1 -0.1 -0.1 0.327
H 0.408722 5.528846 -0.069817 0.0 -0.1 0.0 0.563
C 0.202907 2.120320 0.691436 0.2 -0.4 -0.3 -0.322
H -0.122707 3.984843 1.800246 -0.2 0.1 -0.2 0.418
H -1.211195 3.734219 0.312333 1.1 0.4 0.2 0.523
H 1.227999 1.965743 1.046850 -0.3 0.1 0.1 -0.064
H -0.435116 1.469970 1.374813 0.9 0.4 -0.6 -0.226
C 2.024299 -0.520248 -1.792409 -0.2 0.0 -0.2 -0.359
C -0.757928 -2.217651 -2.617822 0.0 -0.1 -0.1 -0.696
H -1.849150 -0.819051 -1.381125 0.2 0.0 -0.1 0.735
C -1.984486 -2.764847 -3.363767 0.0 0.2 0.1 -0.961
H 0.109797 -2.222598 -3.296035 -0.2 0.0 0.1 0.123
H -0.510970 -2.901386 -1.794250 0.0 0.2 -0.2 0.413
C -2.461712 -1.834612 -4.483773 0.2 0.1 0.0 -0.625
H -1.743153 -3.751578 -3.774736 -0.1 0.1 0.1 0.409
H -2.799146 -2.908090 -2.641410 0.1 0.0 -0.1 0.384
C -2.625805 -0.380147 -4.026026 -0.1 -0.1 0.3 -0.976
H -1.743426 -1.869885 -5.313670 0.0 0.0 0.1 0.321
H -3.416416 -2.198476 -4.880236 0.1 0.0 0.0 0.340
C -1.421180 0.162483 -3.238023 0.1 0.1 -0.2 -0.305
H -2.798087 0.265103 -4.896113 0.0 -0.1 0.2 0.415
H -3.518087 -0.299485 -3.389680 0.1 0.0 -0.1 0.399
H -0.575003 0.315618 -3.926970 -0.2 -0.1 0.1 0.229
H -1.690230 1.151755 -2.840390 0.1 -0.3 -0.1 0.116
C 3.192804 0.157905 -1.053270 0.1 0.0 0.3 0.064
H 2.133046 -1.614091 -1.662197 -0.1 0.2 0.1 1.022
C 4.523616 -0.426546 -1.539892 -0.1 -0.1 -0.1 -0.982
H 3.183605 1.239173 -1.252312 0.1 -0.3 0.0 0.394
H 3.108990 0.038603 0.034332 0.0 0.0 -0.2 -0.320
C 4.688533 -0.306008 -3.062001 0.0 0.1 0.1 -0.765
H 5.350001 0.085339 -1.032385 -0.1 -0.1 -0.1 0.418
H 4.571127 -1.486190 -1.250263 0.0 0.1 0.0 0.374
C 3.458622 -0.786149 -3.844359 -0.1 -0.1 0.1 -0.895
H 4.885284 0.744077 -3.316526 -0.1 -0.1 0.0 0.336
H 5.568551 -0.876482 -3.379637 -0.1 0.1 0.0 0.427
C 2.137949 -0.223933 -3.296952 0.0 0.1 -0.2 -0.348
H 3.553015 -0.508031 -4.900313 0.0 -0.1 0.1 0.398
H 3.410702 -1.883204 -3.803575 0.0 0.1 0.0 0.372
H 2.105569 0.864648 -3.460852 0.0 -0.3 0.0 0.170
H 1.296222 -0.652894 -3.858327 0.3 0.1 0.1 0.128
C 1.820813 -0.395041 2.241298 1.4 -1.8 -3.0 -0.897
C 1.462094 -1.595666 1.247792 2.4 1.8 2.5 1.128
H 2.331567 0.476190 1.824508 0.0 -0.3 0.1 -0.045
C 1.346968 -2.908047 2.054607 0.0 0.1 -0.2 -1.861
H 2.331652 -1.717759 0.582209 -0.3 -0.2 0.0 -0.052
C 0.540136 -2.775223 3.345309 0.0 0.0 0.1 0.214
H 0.903024 -3.695216 1.432605 0.0 -0.1 0.0 0.512
H 2.366880 -3.224722 2.307909 -0.1 0.1 -0.1 0.401
C 1.147501 -1.742150 4.289566 0.4 0.6 -0.3 -1.232
H -0.497540 -2.505815 3.120380 0.2 0.0 -0.1 -0.344
H 0.502526 -3.748902 3.852670 0.0 0.0 -0.1 0.300
C 1.322332 -0.358988 3.600595 -0.9 0.3 1.2 -0.183
H 0.540336 -1.637755 5.197326 0.0 0.0 -0.1 0.516
H 2.138067 -2.094556 4.610728 0.0 0.0 -0.1 0.439
H 0.350543 0.181742 3.637220 -0.1 -0.2 0.6 -0.252
H 2.028100 0.241092 4.201520 -0.4 -0.1 0.1 0.268
C -3.464605 1.223536 5.580272 -0.2 -0.1 0.2 -1.015
Si -3.153956 0.372384 3.939736 0.8 0.8 -0.5 -0.241
C -2.576375 -1.382800 4.237728 -0.2 -0.3 0.2 -0.579
C -4.717323 0.364166 2.893083 -0.3 -0.3 0.2 -1.206
O -1.997384 1.215362 3.097184 -0.7 -0.9 0.7 -0.366
H -4.134897 0.613996 6.204129 0.1 0.1 0.0 0.349
H -3.937463 2.204702 5.439270 0.2 -0.2 -0.1 0.219
H -2.527897 1.375056 6.132931 -0.2 0.0 -0.2 0.261
H -3.307762 -1.929457 4.852099 0.1 0.1 -0.1 0.505
H -2.474490 -1.927322 3.289986 0.0 0.1 0.2 0.110
H -1.613378 -1.417435 4.764028 -0.2 0.1 -0.2 -0.038
H -5.165139 1.361176 2.785101 0.2 -0.2 0.0 0.264
H -4.520027 -0.033036 1.888642 0.0 0.1 0.2 0.293
H -5.464027 -0.282202 3.377380 0.0 0.0 -0.1 0.363
```
Positions in Å, forces in eV/Å.

=====

Density functional theory data (ωB97M-V/def2-TZVPD) for 5 unconnected molecules or ions with the total composition C16H27Br2N2O2.

Calculated values
Orbital gap: 0.1493 Eh
Total charge: -1

Structure (XYZ):
```
49
Properties=species:S:1:pos:R:3:forces:R:3:mulliken_charge:R:1
C 0.015536 -1.725987 -1.249808 -1.7 -0.3 0.3 -0.839
C -1.472854 -2.152067 -0.687358 0.9 -3.0 -0.2 -0.214
O -1.942724 -3.462337 -0.967768 1.2 2.4 0.2 -0.913
H 0.868446 -2.335127 -0.950478 -0.4 -0.8 0.3 0.187
H 0.246966 -0.778437 -0.763288 -0.1 0.7 -0.5 0.256
H 0.029186 -1.722837 -2.339718 0.0 0.4 -0.1 0.269
H -2.247344 -1.406397 -0.866938 0.0 0.8 -1.1 0.198
H -1.326714 -1.966977 0.376822 0.2 -0.3 1.1 0.066
C -0.629044 -4.382827 6.445732 1.4 -1.8 -0.5 -0.601
C -0.831454 -2.927557 6.593762 -1.0 1.6 0.5 -0.478
C -2.291224 -2.889967 6.134962 0.7 1.5 1.0 -0.440
O -2.239894 -3.617887 4.998212 -0.4 -1.9 -2.7 -0.387
C -1.321294 -4.731717 5.097322 -0.2 1.4 1.5 -0.367
H -1.127864 -5.048957 7.149682 -0.1 0.7 0.7 0.250
H 0.432506 -4.605957 6.552632 0.1 -0.4 -0.5 0.326
H -0.241994 -2.332067 5.896602 0.2 -0.3 -0.2 0.235
H -0.634364 -2.507347 7.580012 -0.2 -0.2 0.2 0.338
H -2.724024 -1.950727 5.790542 0.1 0.3 0.6 0.309
H -2.860634 -3.318527 6.959712 -0.7 -0.2 0.0 0.262
H -0.647504 -4.731507 4.240522 -0.4 -0.3 -0.1 0.303
H -1.947334 -5.607197 5.269692 0.4 -0.4 -0.7 0.248
Br 5.106316 -1.165997 1.042502 0.2 -0.4 0.1 -0.146
C 5.524576 -2.725317 2.138492 -0.8 0.0 1.9 -0.625
C 4.197126 -3.345597 2.678642 0.9 0.0 -2.4 -0.587
Br 4.666056 -5.136307 3.422052 -0.5 1.1 0.0 -0.179
H 6.020516 -2.367087 3.040612 0.5 0.2 -0.4 0.344
H 6.152996 -3.456167 1.629522 -0.3 0.3 -0.2 0.422
H 3.623486 -3.501477 1.764992 -0.3 -0.6 0.3 0.341
H 3.593556 -2.647147 3.258262 0.4 -0.5 0.7 0.426
N 2.807326 5.479343 -3.702208 -0.5 1.2 -0.9 -0.037
C 2.431466 4.414033 -2.977068 -1.3 -0.6 1.3 -0.602
C 1.299796 4.792573 -2.252608 0.5 -0.9 0.8 -0.412
C 1.003776 6.158003 -2.512688 0.2 -0.8 -0.9 -0.452
C 1.891446 6.482793 -3.479948 1.1 1.6 -0.9 -0.289
H 3.435796 5.488883 -4.492798 0.0 -0.1 0.4 0.225
H 2.988896 3.489063 -2.967228 -0.2 0.1 -0.1 0.403
H 0.779536 4.151553 -1.556328 0.1 0.0 0.0 0.417
H 0.225186 6.839973 -2.204278 -0.1 -0.4 0.3 0.380
H 1.952746 7.412573 -4.026008 0.2 0.0 0.0 0.371
N -3.060234 2.888383 -5.078888 0.0 -0.1 0.3 -0.016
C -4.357244 2.789963 -5.486138 -0.2 0.6 -0.5 -0.480
C -4.489954 3.453053 -6.681178 1.7 0.8 -0.4 -0.402
C -3.143554 3.998113 -7.029058 -1.1 -1.2 1.7 -0.413
C -2.315924 3.591793 -5.989698 -0.7 0.7 -0.2 -0.425
H -2.791134 2.657023 -4.133288 0.3 -0.1 -0.4 0.242
H -5.107694 2.324933 -4.864058 0.1 -0.1 -0.1 0.354
H -5.411994 3.614653 -7.219808 0.1 -0.2 0.0 0.368
H -2.823544 4.636903 -7.838968 -0.3 -0.2 -0.1 0.363
H -1.305704 3.883913 -5.743668 0.0 -0.2 -0.2 0.405
```
Positions in Å, forces in eV/Å.

=====

Density functional theory data (ωB97M-V/def2-TZVPD) for a single C4H6O2 molecule.

Calculated values
Orbital gap: 0.3851 Eh
ΔE to the lowest compared entry with this formula, charge and spin: 189.9 kJ/mol

Structure (XYZ):
```
12
Properties=species:S:1:pos:R:3:forces:R:3:mulliken_charge:R:1
O 1.997680 -1.279827 -0.055981 -0.3 0.0 0.1 -0.435
C 0.853945 -1.434070 0.283310 0.2 0.0 0.0 -0.208
C -0.107030 -0.357147 0.686149 0.1 0.0 0.1 -0.026
C -1.121222 0.140189 -0.323923 -0.2 0.0 -0.1 -0.703
C -0.018059 1.037669 0.163412 -0.2 0.0 0.3 -0.003
O 1.034874 1.331177 -0.694432 -0.1 0.2 -0.2 -0.494
H 0.431574 -2.457466 0.341097 -0.1 0.0 0.0 0.336
H -0.478286 -0.495333 1.701205 0.1 0.0 -0.2 0.363
H -2.142104 0.310870 0.006426 0.2 0.0 -0.1 0.258
H -1.016914 -0.236153 -1.339135 0.0 0.1 0.2 0.289
H -0.288100 1.838796 0.854285 0.0 -0.2 -0.1 0.311
H 0.687517 1.894330 -1.396675 0.1 0.0 0.1 0.313
```
Positions in Å, forces in eV/Å.

=====

Density functional theory data (ωB97M-V/def2-TZVPD) for 3 unconnected molecules or ions with the total composition C12H20N3O5S.

Calculated values
Orbital gap: 0.3046 Eh
ΔE to the lowest compared entry with this formula, charge and spin: 207.9 kJ/mol
Total charge: -1

Structure (XYZ):
```
41
Properties=species:S:1:pos:R:3:forces:R:3:mulliken_charge:R:1
C -5.799502 -0.644473 -1.250304 0.8 0.5 0.0 -0.907
C -5.611503 0.491280 -2.249675 -0.4 -0.9 0.0 0.458
O -6.436511 0.688590 -3.094961 0.1 0.4 0.0 -0.560
N -4.423353 1.341538 -2.200203 -0.4 -0.3 0.6 0.180
C -4.364419 2.167021 -1.022753 0.3 1.1 0.1 0.524
C -3.967744 3.627974 -1.244288 -0.4 -0.6 0.0 -1.178
O -4.636891 1.804439 0.089464 -0.4 -0.5 0.0 -0.533
S -2.985767 0.443280 -2.462333 2.2 -1.3 -2.1 1.372
O -2.041299 1.400041 -3.004572 -0.1 0.9 1.0 -0.707
O -2.546462 -0.221689 -1.248117 -0.5 0.8 0.8 -0.712
O -3.322715 -0.525732 -3.477499 -1.4 -0.2 -0.1 -0.772
H -5.617993 -1.593450 -1.757810 -0.2 0.1 -0.1 0.277
H -6.818694 -0.575445 -0.872145 0.1 -0.2 0.0 0.328
H -5.051622 -0.556356 -0.462636 -0.3 -0.1 0.1 0.286
H -4.159903 3.934957 -2.270228 0.4 0.0 0.0 0.298
H -2.926842 3.740944 -0.939138 0.0 0.1 -0.3 0.246
H -4.599868 4.208246 -0.568514 0.2 0.0 0.0 0.415
C 2.607975 -1.347316 -0.778839 0.0 -0.1 0.1 -1.159
C 1.111077 -1.054472 -0.773096 0.3 -0.1 0.0 -0.447
C 0.729643 0.104879 -1.696538 0.1 0.0 0.4 0.515
C 1.411958 1.333454 -1.265996 -0.3 -0.1 -0.3 0.287
N 1.952326 2.283999 -0.915394 0.2 0.1 0.1 -0.558
H 3.183121 -0.493747 -0.410851 0.0 0.0 -0.1 0.215
H 2.833121 -2.196039 -0.130761 0.0 0.0 0.0 0.331
H 2.957672 -1.587659 -1.785721 0.0 0.0 0.0 0.372
H 0.794573 -0.829779 0.247555 -0.1 0.0 0.0 0.241
H 0.569068 -1.947743 -1.085238 -0.1 0.1 0.0 0.368
H -0.347081 0.268792 -1.671071 0.0 0.1 -0.1 -0.579
H 1.011520 -0.114468 -2.727292 0.0 0.1 0.0 0.393
C 5.668705 -1.630276 4.336841 0.1 0.0 0.0 -1.152
C 5.349173 -0.817032 3.087169 0.2 -0.1 0.2 -0.432
C 3.853539 -0.527159 2.929902 0.2 -0.2 -0.1 -0.223
C 3.094330 -1.780288 2.820969 -0.1 0.4 0.0 0.197
N 2.503122 -2.758609 2.730711 0.0 -0.2 0.0 -0.467
H 5.197644 -2.613744 4.305049 -0.1 0.0 0.0 0.345
H 6.744522 -1.787482 4.423989 0.0 0.0 0.0 0.339
H 5.327878 -1.115529 5.237698 0.0 0.0 0.0 0.293
H 5.712542 -1.354270 2.208924 -0.1 0.1 -0.1 0.279
H 5.889152 0.130808 3.129195 -0.1 0.0 -0.1 0.330
H 3.675482 0.066387 2.032355 -0.1 0.0 0.0 0.167
H 3.480024 0.036129 3.786150 0.0 0.0 0.0 0.330
```
Positions in Å, forces in eV/Å.